Molecular formula: C7H10N3
Method: DFT, ωB97M-V/def2-TZVPD

## Properties
Net charge   +1
HOMO   -12.95 eV
Gap between HOMO and LUMO   8.7 eV

Each line ends with the natural charge from an NBO analysis.
Cartesian coordinates (Å):
C  1.544  2.810  -0.480  -0.035
C  1.533  1.671  -0.159  -0.159
C  -2.859  -0.364  -0.653  -0.086
C  -3.028  0.605  0.298  -0.058
C  -0.804  0.202  0.107  0.187
C  1.955  -1.956  0.276  -0.464
C  1.620  0.391  0.458  0.230
N  -1.489  -0.519  -0.772  -0.529
N  -1.780  0.903  0.769  -0.542
N  2.197  -0.630  -0.238  -0.479
H  1.420  3.706  -0.992  0.250
H  -3.521  -0.939  -1.237  0.246
H  -3.783  1.162  0.797  0.248
H  2.622  -2.735  -0.054  0.247
H  2.245  -2.093  1.296  0.234
H  0.953  -2.334  0.230  0.211
H  1.643  0.244  1.476  0.230
H  -1.454  1.551  1.498  0.441
H  2.060  -0.515  -1.230  0.406
H  -1.076  -1.160  -1.392  0.422

Molecular formula: C7H10N3
Method: DFT, ωB97M-V/def2-TZVPD

## Properties
Net charge   +1
HOMO   -13.26 eV
Gap between HOMO and LUMO   9.4 eV
Structure (SMILES)   C#C[C@]1(N)C=CC=N[C@@H]1[NH3+]

Each line ends with the natural charge from an NBO analysis.
Cartesian coordinates (Å):
C  -0.268  -2.368  -1.465  -0.100
C  -0.157  -1.559  -0.584  -0.124
C  -2.240  1.094  0.106  -0.258
C  -1.688  -0.084  0.514  -0.088
C  -1.359  1.863  -0.715  0.164
C  0.627  0.889  0.018  0.134
C  -0.220  -0.419  0.331  -0.037
N  -0.114  1.722  -0.737  -0.477
N  1.954  0.498  -0.731  -0.726
N  0.493  -1.008  1.466  -0.819
H  -0.109  -3.266  -1.977  0.255
H  -3.255  1.326  0.093  0.244
H  -2.313  -0.702  0.993  0.224
H  -1.802  2.592  -1.375  0.208
H  0.859  1.341  0.972  0.232
H  2.426  1.334  -1.141  0.479
H  2.382  -0.204  -0.066  0.469
H  0.371  -1.953  1.454  0.383
H  0.296  -0.595  2.331  0.383
H  1.589  -0.218  -1.370  0.454

Molecular formula: C7H10N3O3P
Method: DFT, ωB97M-V/def2-TZVPD

## Properties
Net charge   -2
HOMO (alpha / beta)   -0.04 / -0.04 eV
Gap between HOMO and LUMO (alpha / beta)   3.0 / 3.0 eV

Each line ends with the natural charge from an NBO analysis.
Cartesian coordinates (Å):
C  -3.288  1.154  -2.702  -0.398
C  -3.432  1.184  -4.005  -0.186
C  -3.618  -0.040  -1.957  -0.217
C  -3.801  0.046  -4.734  -0.362
C  -4.044  -1.123  -2.665  -0.254
C  -4.053  -1.144  -4.123  -0.058
C  -4.192  -2.377  -4.677  -0.723
N  4.699  1.287  5.116  -0.706
N  6.603  2.008  3.589  -0.673
N  4.555  -1.748  5.504  -0.022
O  4.774  1.970  6.474  -0.752
O  6.417  3.121  4.632  -0.686
O  3.803  -2.512  6.195  -0.280
P  6.317  1.527  5.261  1.236
H  -2.780  1.992  -2.215  0.177
H  -3.301  2.053  -4.609  0.176
H  -3.510  -0.097  -0.819  0.185
H  -4.194  0.200  -5.772  0.167
H  -4.573  -1.944  -2.120  0.179
H  -4.414  -2.693  -5.686  0.160
H  -4.327  -3.212  -4.007  0.153
H  4.457  0.311  5.334  0.320
H  7.563  1.927  3.528  0.290
H  4.340  -1.892  4.461  0.272

Molecular formula: C7H10N3S
Method: DFT, ωB97M-V/def2-TZVPD

## Properties
Net charge   +1
HOMO (alpha / beta)   -11.07 / -11.21 eV
Gap between HOMO and LUMO (alpha / beta)   6.0 / 6.6 eV

Each line ends with the natural charge from an NBO analysis.
Cartesian coordinates (Å):
C  1.677  1.341  0.012  -0.176
C  0.039  -0.134  0.159  0.519
C  2.023  -1.364  0.072  0.206
C  -4.684  0.056  -0.189  0.004
C  -2.289  -0.436  -0.063  0.208
C  1.692  2.785  0.312  -0.738
C  2.934  -2.503  0.242  -0.712
N  0.761  -1.181  0.218  -0.431
N  -3.417  0.176  0.054  -0.473
N  -1.160  0.263  0.021  -0.511
S  2.953  0.341  -0.172  0.499
H  -5.355  0.860  0.174  0.192
H  -5.196  -0.705  -0.805  0.176
H  -2.232  -1.588  -0.155  0.196
H  2.631  3.252  0.285  0.247
H  1.198  3.228  -0.576  0.264
H  1.311  3.021  1.322  0.276
H  4.011  -2.256  0.148  0.263
H  2.790  -2.749  1.407  0.267
H  2.703  -3.527  -0.199  0.282
H  -1.229  1.214  0.046  0.442

Molecular formula: C7H10N4P
Method: DFT, ωB97M-V/def2-TZVPD

## Properties
Net charge   +1
HOMO   -13.32 eV
Gap between HOMO and LUMO   9.4 eV
Structure (SMILES)   CP(N)n1ccccc1=[N+]=C=N

Each line ends with the natural charge from an NBO analysis.
Cartesian coordinates (Å):
C  1.671  0.301  -2.378  -0.087
C  2.627  0.487  -1.356  -0.237
C  0.381  -0.179  -2.166  -0.253
C  2.190  0.340  -0.095  0.074
C  0.009  -0.391  -0.894  0.403
C  -2.307  -0.585  -0.393  0.724
C  -0.490  1.076  1.777  -0.891
N  0.926  -0.128  0.029  -0.527
N  -0.762  -1.472  2.225  -1.141
N  -3.210  0.178  -0.372  -0.624
N  -1.124  -0.942  -0.352  -0.577
P  0.591  -0.550  1.811  1.168
H  2.158  0.388  -3.426  0.256
H  3.523  0.862  -1.675  0.247
H  -0.230  -0.521  -3.031  0.262
H  2.641  0.660  0.851  0.251
H  -0.385  1.609  2.702  0.247
H  -1.531  0.660  1.596  0.227
H  -0.712  -2.463  2.504  0.415
H  -4.141  0.252  -0.720  0.447
H  -0.130  1.696  0.963  0.219
H  -1.694  -1.279  2.398  0.397

Molecular formula: C7H10NO4S
Method: DFT, ωB97M-V/def2-TZVPD

## Properties
Net charge   -1
HOMO   -3.46 eV
Gap between HOMO and LUMO   7.0 eV

Each line ends with the natural charge from an NBO analysis.
Cartesian coordinates (Å):
C  -2.659  -1.714  -0.320  0.247
C  -3.199  -0.859  0.550  -0.242
C  -1.287  0.382  1.322  0.001
C  2.616  0.401  0.674  -0.429
C  2.065  -0.789  -0.143  -0.444
C  1.476  1.558  0.526  -0.231
C  1.117  -0.218  -1.185  -0.243
N  0.625  1.042  -0.544  -0.683
O  -1.355  2.415  0.252  -0.959
O  -1.555  0.673  -1.587  -0.922
O  -1.514  -1.944  -0.630  -0.742
O  -2.432  -0.126  1.472  -0.441
S  -1.034  1.064  -0.308  2.116
H  -3.430  -2.429  -0.648  0.078
H  -4.217  -0.949  0.716  0.172
H  2.601  0.124  1.758  0.214
H  3.611  0.757  0.429  0.202
H  2.628  -1.446  -0.862  0.205
H  1.585  -1.529  0.396  0.221
H  0.766  1.699  1.347  0.241
H  1.831  2.545  0.203  0.182
H  1.613  0.083  -2.060  0.168
H  0.147  -0.738  -1.359  0.290

Molecular formula: C7H10O
Method: DFT, ωB97M-V/def2-TZVPD

## Properties
HOMO   -9.59 eV
Gap between HOMO and LUMO   9.9 eV
Structure (SMILES)   C#CC(C)=O.C=CC

Each line ends with the natural charge from an NBO analysis.
Cartesian coordinates (Å):
C  5.219  0.104  0.248  -0.166
C  4.556  0.433  -0.858  -0.403
C  -5.843  0.977  -0.951  -0.701
C  5.024  -1.180  0.987  -0.646
C  -4.594  1.106  -0.112  0.520
C  -4.078  -0.198  0.304  -0.141
C  -3.748  -1.242  0.802  -0.139
O  -4.198  2.141  0.370  -0.484
H  6.082  0.687  0.545  0.191
H  4.845  1.281  -1.457  0.197
H  3.766  -0.195  -1.241  0.187
H  -5.646  0.363  -1.829  0.233
H  -6.210  1.961  -1.232  0.236
H  -6.619  0.465  -0.383  0.242
H  4.892  -0.991  2.052  0.214
H  5.883  -1.841  0.860  0.218
H  4.153  -1.722  0.626  0.209
H  -3.484  -2.150  1.270  0.235

Molecular formula: C7H10O
Method: DFT, ωB97M-V/def2-TZVPD

## Properties
HOMO   -9.50 eV
Gap between HOMO and LUMO   10.4 eV
Structure (SMILES)   C=CC(=C)CCC=O

Each line ends with the natural charge from an NBO analysis.
Cartesian coordinates (Å):
O  1.937  2.938  0.157  -0.513
C  1.190  2.004  0.287  0.443
C  0.494  1.320  -0.849  -0.521
C  0.866  -0.175  -0.899  -0.424
C  0.041  -1.085  -0.012  -0.027
C  0.580  -2.050  0.727  -0.385
C  -2.143  -0.071  0.733  -0.374
C  -1.440  -0.922  0.013  -0.222
H  1.005  1.571  1.294  0.105
H  -0.593  1.421  -0.773  0.239
H  0.759  1.797  -1.792  0.231
H  1.911  -0.264  -0.614  0.217
H  0.750  -0.552  -1.919  0.227
H  1.630  -2.318  0.668  0.200
H  -0.069  -2.609  1.388  0.202
H  -3.230  -0.047  0.804  0.204
H  -1.704  0.710  1.352  0.188
H  -1.984  -1.666  -0.563  0.211

Molecular formula: C7H10O
Method: DFT, ωB97M-V/def2-TZVPD

## Properties
HOMO   -7.99 eV
Gap between HOMO and LUMO   8.7 eV
Structure (SMILES)   C=C=C(C)/C(C)=C/O

Each line ends with the natural charge from an NBO analysis.
Cartesian coordinates (Å):
C  0.363  0.450  0.094  -0.125
C  -0.640  -0.631  -0.252  -0.125
C  0.638  1.566  -0.501  0.105
C  1.061  2.784  -0.702  -0.495
C  -1.214  -0.675  -1.479  0.164
C  1.344  0.146  1.148  -0.627
C  -0.800  -1.619  0.978  -0.626
O  -2.085  -1.549  -2.006  -0.658
H  1.757  2.887  -1.567  0.213
H  0.554  3.624  -0.318  0.216
H  -1.060  0.125  -2.141  0.183
H  1.918  1.170  1.281  0.237
H  2.031  -0.730  1.035  0.220
H  0.832  0.117  2.123  0.209
H  0.160  -1.967  1.174  0.217
H  -1.456  -2.399  0.572  0.196
H  -1.112  -1.074  1.909  0.225
H  -2.291  -2.223  -1.348  0.474

Molecular formula: C7H10O
Method: DFT, ωB97M-V/def2-TZVPD

## Properties
HOMO (alpha / beta)   -8.07 / -8.17 eV
Gap between HOMO and LUMO (alpha / beta)   8.4 / 8.5 eV

Each line ends with the natural charge from an NBO analysis.
Cartesian coordinates (Å):
C  0.432  -0.135  -1.661  -0.398
C  0.748  0.777  -0.488  -0.393
C  0.258  -1.595  -1.102  -0.506
C  0.659  -0.050  1.912  0.106
C  -0.144  0.326  0.668  -0.194
C  -0.222  -1.181  0.316  0.332
C  -1.424  1.062  0.854  -0.612
O  0.610  -1.371  1.506  -0.459
H  -0.518  0.220  -2.157  0.208
H  1.304  -0.091  -2.312  0.220
H  1.726  0.587  -0.044  0.219
H  0.556  1.752  -0.740  0.211
H  -0.509  -2.326  -1.454  0.238
H  1.228  -2.106  -0.988  0.227
H  0.261  0.090  2.864  0.147
H  -2.199  0.642  0.286  0.226
H  -1.119  2.089  0.584  0.207
H  -1.646  1.309  1.957  0.220

Molecular formula: C7H10O2
Method: DFT, ωB97M-V/def2-TZVPD

## Properties
HOMO   -7.28 eV
Gap between HOMO and LUMO   8.1 eV

Each line ends with the natural charge from an NBO analysis.
Cartesian coordinates (Å):
C  -0.111  -0.899  0.555  0.288
C  -0.748  -0.140  -1.107  0.071
C  0.252  0.262  1.399  -0.312
C  -0.309  -2.244  1.173  -0.677
C  -0.447  0.851  -2.177  -0.681
C  1.039  1.431  0.849  0.293
C  -0.233  1.642  1.019  -0.256
O  0.292  -0.969  -0.762  -0.497
O  2.075  1.743  0.049  -0.654
H  2.844  1.224  0.316  0.490
H  -1.735  -0.585  -1.096  0.166
H  0.367  -0.002  2.450  0.194
H  -1.153  2.149  0.811  0.232
H  0.010  -2.285  2.211  0.220
H  -1.356  -2.550  1.130  0.229
H  0.264  -3.016  0.642  0.229
H  0.224  0.424  -2.942  0.223
H  -1.344  1.212  -2.679  0.217
H  0.069  1.752  -1.839  0.227

Molecular formula: C7H10O2
Method: DFT, ωB97M-V/def2-TZVPD

## Properties
HOMO   -9.69 eV
Gap between HOMO and LUMO   9.0 eV

Each line ends with the natural charge from an NBO analysis.
Cartesian coordinates (Å):
C  0.850  -0.018  0.270  0.536
C  1.751  -0.737  -0.709  -0.671
C  1.021  -0.394  1.731  -0.682
C  -1.548  1.554  -1.179  -0.660
C  -1.142  1.067  0.192  0.717
O  0.625  1.252  0.017  -0.668
C  -0.871  -0.680  -0.011  -0.229
C  -1.443  -1.742  -0.190  -0.138
O  -1.583  1.388  1.250  -0.547
H  1.048  -1.472  1.877  0.216
H  1.975  0.042  2.046  0.235
H  2.756  -0.322  -0.580  0.238
H  1.783  -1.810  -0.526  0.220
H  1.434  -0.542  -1.732  0.230
H  0.237  0.052  2.340  0.250
H  -0.949  1.105  -1.964  0.236
H  -1.417  2.636  -1.186  0.245
H  -2.600  1.300  -1.312  0.233
H  -1.928  -2.679  -0.334  0.239